C4H7ClO3 | ωB97M-V/def2-TZVPD

XYZ file:
```
15
C4H7ClO3 ωB97M-V/def2-TZVPD
Cl 1.7133 -0.5049 1.0593
O -1.8453 -0.9753 -0.2161
C -0.6557 -0.9992 -0.1770
C 0.7524 1.0489 -0.9522
O -0.2429 -3.0675 -1.2453
H -0.4430 0.6833 2.3836
C -0.2350 1.1968 1.3579
H 1.6642 1.4918 -0.5304
H -1.2566 -2.9420 -1.1352
H -0.1148 1.7459 -1.1287
C 0.3079 0.2384 0.2678
H 1.0823 0.4522 -1.7138
H 0.4170 2.0720 1.3838
O 0.1889 -1.9369 -0.5190
H -1.3326 1.4966 1.1653
```

Output
SMILES string: CC(C)(Cl)C(=O)OO
Relative energy (zero: lowest compared OMol25 entry of this formula, charge and spin) (kcal per mole): 81.9
HOMO-LUMO gap (eV): 11.07
LUMO level (eV): 0.6327
Electronic energy (eV): -22923.10785

***

C4H7ClS | ωB97M-V/def2-TZVPD

XYZ file:
```
13
C4H7ClS ωB97M-V/def2-TZVPD
S 1.9368 -1.3372 -0.6007
H 0.2803 1.6816 0.7124
C -1.7530 -0.0539 -0.4432
H 0.1815 -1.8840 0.4245
Cl -2.6896 -1.4146 -0.2348
C 0.0389 1.4372 -0.2299
H -0.8746 2.0616 -0.4068
H 0.7996 1.5120 -1.0004
H 0.9558 -1.0011 1.4284
H -2.4164 0.8006 -0.8455
H 3.3371 -0.9548 1.0246
C 0.6538 -0.9710 0.3346
C -0.4500 0.1236 -0.1633
```

Output
Relative energy (zero: lowest compared OMol25 entry of this formula, charge and spin) (kcal per mole): 113.5
HOMO-LUMO gap (eV): 7.35
LUMO level (eV): -1.6742
Electronic energy (eV): -27613.78668

***

C4H7ClS | ωB97M-V/def2-TZVPD

XYZ file:
```
13
C4H7ClS ωB97M-V/def2-TZVPD
H 0.1532 -1.6787 -1.5367
H -0.6364 -0.8366 1.5906
Cl -0.5307 1.0538 3.9234
C -0.1806 -0.4230 0.6375
C -0.1050 0.2169 -0.6695
H 0.3455 -0.3648 -2.7634
C 1.0558 0.1810 0.3144
H 1.8643 -0.4397 0.1355
H -0.6126 1.2027 -0.7636
H -1.1984 -0.8604 -2.1285
S -1.4462 1.6480 2.2799
H 1.4829 1.0516 0.8006
C -0.1918 -0.7508 -1.8201
```

Output
Relative energy (zero: lowest compared OMol25 entry of this formula, charge and spin) (kcal per mole): 99.3
HOMO-LUMO gap (spin up / spin down) (eV): 6.17 / 6.17
LUMO level (spin up / spin down) (eV): -1.8317 / -1.8318
Electronic energy (eV): -27614.40266